Model i:
Here is a 2-piece molecular cluster, C6H8N2O4 overall from the Open Molecules 2025 dataset. Energies are from wB97M-V/def2-TZVPD.

Last column: Mulliken charge in e.
Cartesian coordinates (Å):
O1 -0.165 -1.052 3.112  -0.444
O2 -2.214 -0.671 2.372  -0.594
O3 0.181 2.272 0.824  -0.611
O4 2.210 -1.401 -1.076  -0.614
N1 0.479 -0.249 -2.108  -0.125
N2 1.282 0.482 -0.147  -0.165
C1 0.332 1.483 -0.110  0.726
C2 -1.025 -0.765 2.141  0.378
C3 -0.519 1.678 -1.335  -0.573
C4 -0.453 0.737 -2.243  -0.369
C5 1.459 -0.422 -1.173  0.425
C6 -0.354 -0.803 0.794  -0.198
H1 0.334 -1.187 -2.677  0.290
H2 -0.657 -0.979 3.911  0.338
H3 1.843 0.397 0.680  0.381
H4 -1.181 2.498 -1.377  0.453
H5 -1.117 0.512 -3.060  0.371
H6 -1.037 -0.510 -0.055  0.297
H7 0.035 -1.848 0.598  0.416
H8 0.565 -0.174 0.929  -0.381

The value obtained for the HOMO-LUMO gap is 0.36747 Ha. As for the LUMO energy: 0.23 eV. As for the net charge: 0. Its SMILES is O=c1cc[nH]c(=O)[nH]1.CC(=O)O.

Model ii:
Here is the molecule C6H8N2O4 from the Open Molecules 2025 dataset. Energies are from wB97M-V/def2-TZVPD.

Last column: Mulliken charge in e.
Cartesian coordinates (Å):
O1 -2.077 1.168 0.034  -0.625
O2 -3.326 -0.492 -0.493  -0.594
O3 1.810 -1.519 0.594  -0.588
O4 0.303 2.143 -0.980  -0.546
N1 -2.241 -0.036 -0.182  1.046
N2 2.335 -0.007 -1.075  -0.391
C1 0.169 -0.039 -0.075  0.429
C2 -1.152 -2.289 -0.321  -1.351
C3 0.165 1.510 0.023  0.944
C4 -0.963 -0.852 -0.148  0.070
C5 0.401 2.146 1.404  -1.133
C6 1.519 -0.611 -0.147  0.154
H1 1.988 0.758 -1.642  0.260
H2 0.593 1.260 2.114  0.311
H3 -0.612 -2.931 0.361  0.338
H4 -2.150 -2.661 -0.292  0.424
H5 3.308 -0.416 -1.002  0.282
H6 -0.802 -2.488 -1.340  0.314
H7 1.305 2.780 1.419  0.336
H8 -0.572 2.575 1.748  0.318

The value obtained for the HOMO-LUMO gap is 0.32871 Ha. As for the LUMO energy: -0.99 eV. As for the net charge: 0. Its SMILES is CC(=O)/C(C(N)=O)=C(/C)[N+](=O)[O-].

It is model i that is most stable; the runner-up trails by 45.8 kcal/mol.

Model i:
Here is C4H4Br3NO as an isolated structure from the Open Molecules 2025 dataset. Energies are from wB97M-V/def2-TZVPD.

Last column: Mulliken charge in e.
Cartesian coordinates (Å):
Br1 2.884 -1.596 0.936  -0.029
Br2 3.034 -0.099 -1.915  0.061
Br3 2.751 1.573 0.742  0.009
O1 -0.023 -0.151 1.081  -0.266
N1 -0.279 0.104 -1.174  -0.369
C1 -1.581 0.187 -0.653  -0.385
C2 2.392 -0.032 -0.201  -0.012
C3 0.410 -0.077 -0.133  0.263
C4 -1.413 -0.158 0.907  -0.320
H1 -1.941 1.329 -0.754  0.212
H2 -2.015 0.557 1.548  0.297
H3 -2.431 -0.456 -1.228  0.262
H4 -1.788 -1.184 0.842  0.277

The value obtained for the HOMO-LUMO gap is 0.36087 Ha. As for the LUMO energy: 0.01 eV. As for the net charge: 0.

Model ii:
Here is a 2-piece molecular cluster, C4H4Br3NO overall from the Open Molecules 2025 dataset. Energies are from wB97M-V/def2-TZVPD.

Last column: Mulliken charge in e.
Cartesian coordinates (Å):
Br1 -0.506 -2.417 -1.359  0.185
Br2 2.424 -0.532 -2.846  -0.682
Br3 -0.328 -2.625 1.953  -0.026
O1 -0.249 0.725 2.799  -0.495
N1 0.020 -0.938 -0.292  0.021
C1 -0.161 0.266 1.670  0.798
C2 -0.068 -1.002 1.038  -0.014
C3 -0.304 1.252 0.366  -0.520
C4 -0.022 0.400 -0.903  -0.270
H1 -0.728 0.441 -1.837  0.329
H2 0.900 0.618 -1.472  0.048
H3 -1.303 1.668 0.336  0.285
H4 0.326 2.144 0.548  0.341

The value obtained for the HOMO-LUMO gap (alpha / beta) is 0.17623 / 0.14513 Ha. As for the LUMO energy (alpha / beta): -3.15 / -3.55 eV. As for the net charge: 0.

It is model i that is most stable; the runner-up trails by 10.4 kcal/mol.